C47H53GeNO4PPdTe2 | the ωB97M-V functional and the def2-TZVPD basis

Summary:
Largest force on an atom = 0.011 Eh/bohr
Frontier orbital gap (spin up / spin down) = 5.67 / 5.96 eV
Energy above the lowest of the compared OMol25 structures with the same formula, charge and spin = 0.7580 eV
E_LUMO (spin up / spin down) = 2.207 / 1.823 eV
Total charge = -1
2S+1 = 3
HOMO level (spin up / spin down) = -0.1273 / -0.1522 hartree

```
110
Properties=species:S:1:pos:R:3:forces:R:3:lowdin_spin:R:1
Pd -0.6183 0.1525 0.4968 0.3 -0.3 0.2 0.578
C -0.4489 -7.6441 6.3646 0.0 0.0 0.0 0.000
C -0.4877 -6.4203 5.4902 0.0 0.0 0.0 0.000
C 0.1778 -6.3841 4.2726 0.0 0.0 0.0 0.005
C 0.1568 -5.2549 3.4578 0.0 -0.1 0.0 0.017
C 0.9208 -5.2987 2.1606 0.0 0.0 0.0 0.011
C -0.5471 -4.1165 3.8732 0.0 0.0 -0.1 0.082
Te -0.6147 -2.3279 2.5975 -0.2 0.0 0.3 0.306
N -0.8946 -0.0281 2.6776 0.2 0.0 -0.3 0.373
C 0.2104 0.5948 3.1222 0.0 0.0 0.1 0.056
O 1.1632 0.9276 2.3860 -0.1 0.1 0.0 0.152
C 0.2908 0.9567 4.5861 0.1 0.0 -0.1 -0.001
C -0.7929 0.7677 5.4341 0.0 0.0 0.0 0.000
C -0.6977 1.0968 6.7781 0.0 0.0 0.0 0.000
C 0.4859 1.6195 7.2825 0.0 0.0 0.0 0.002
C 1.5726 1.8145 6.4381 0.0 0.0 0.0 0.000
C 1.4737 1.4855 5.0943 0.0 0.0 0.0 0.003
C 1.4860 -2.1114 2.6493 0.0 0.1 -0.1 0.009
C 2.0970 -1.9246 1.4145 0.0 0.0 0.0 0.013
C 3.4541 -1.6591 1.3253 0.0 0.0 0.0 0.000
C 4.2074 -1.5893 2.4840 0.0 0.0 0.1 0.003
C 3.5967 -1.7733 3.7159 0.0 0.0 0.0 0.000
C 2.2313 -2.0276 3.8301 0.0 0.0 0.0 0.006
C 1.6391 -2.1854 5.2033 -0.1 0.0 0.0 0.004
C -1.2332 -4.1411 5.0921 0.0 0.0 0.0 0.004
C -2.0161 -2.9718 5.6382 0.0 0.0 0.0 0.016
C -1.1907 -5.2904 5.8787 0.0 0.0 0.0 0.000
H 0.0803 -8.4611 5.8742 0.0 0.0 0.0 0.000
H -1.4562 -7.9903 6.6045 0.0 0.0 0.0 0.000
H 0.0578 -7.4365 7.3095 0.0 0.0 0.0 0.000
H 0.7277 -7.2602 3.9419 0.0 0.0 0.0 0.001
H 1.1559 -6.3290 1.8911 0.0 0.0 0.0 0.001
H 1.8579 -4.7426 2.2369 0.0 0.0 0.0 0.000
H 0.3561 -4.8488 1.3421 0.0 0.0 0.0 0.008
H -1.7062 0.3713 5.0088 0.0 0.0 0.0 -0.001
H -1.5480 0.9509 7.4340 0.0 0.0 0.0 0.000
H 0.5612 1.8786 8.3322 0.0 0.0 0.0 0.000
H 2.4964 2.2248 6.8284 0.0 0.0 0.0 0.000
H 2.3020 1.6300 4.4122 0.0 0.0 0.0 0.001
H 1.4990 -1.9379 0.5110 0.0 0.0 0.0 0.004
H 3.9047 -1.4782 0.3579 0.0 0.0 0.0 0.000
H 5.2678 -1.3731 2.4343 0.0 0.0 0.0 0.000
H 4.1858 -1.6957 4.6232 0.0 0.0 0.0 0.000
H 2.2904 -1.7286 5.9487 0.0 0.0 0.0 0.000
H 1.5053 -3.2395 5.4580 0.0 0.0 0.0 0.000
H 0.6631 -1.7007 5.2757 0.0 0.0 0.0 0.002
H -2.0322 -2.1157 4.9668 0.0 0.0 0.0 0.012
H -1.5853 -2.6361 6.5848 0.0 0.0 0.0 0.000
H -3.0497 -3.2662 5.8344 0.0 0.0 0.0 0.000
H -1.7237 -5.2957 6.8259 0.0 0.0 0.0 0.000
C 4.8767 4.6931 -0.0587 0.0 0.0 0.0 0.000
C 4.5223 3.5463 0.6440 0.0 0.0 0.0 0.000
C 3.2403 3.0303 0.5346 0.0 0.0 0.0 0.002
C 2.2858 3.6563 -0.2707 -0.1 0.0 0.0 0.002
C 2.6509 4.8041 -0.9647 0.0 0.0 0.0 0.000
C 3.9394 5.3198 -0.8645 0.0 0.0 0.0 0.000
Ge 0.4904 2.8504 -0.4067 0.2 0.3 -0.1 0.014
C -0.6116 3.9820 -1.5987 0.0 0.0 0.0 0.000
C -1.1275 5.1885 -1.1235 0.0 0.0 0.0 0.000
C -1.9451 5.9799 -1.9172 -0.1 0.0 -0.1 0.000
C -2.2674 5.5720 -3.2061 0.0 0.0 0.0 0.000
C -1.7593 4.3766 -3.6927 0.0 0.0 0.0 0.000
C -0.9369 3.5904 -2.8939 0.0 0.0 0.0 0.000
C -0.3286 3.2843 1.3529 0.0 -0.1 0.0 0.006
C -1.6466 2.9655 1.6777 0.0 0.0 -0.1 0.002
C -2.2163 3.3682 2.8770 0.0 0.0 0.0 0.003
C -1.4769 4.1131 3.7833 0.0 0.0 0.0 0.000
C -0.1675 4.4508 3.4735 0.0 0.0 0.1 0.002
C 0.3958 4.0422 2.2722 0.1 0.0 0.0 0.000
H 5.8805 5.0935 0.0216 0.0 0.0 0.0 0.000
H 5.2504 3.0504 1.2755 0.0 0.0 0.0 0.000
H 2.9689 2.1309 1.0802 0.0 0.0 0.0 0.000
H 1.9258 5.3053 -1.5979 0.0 0.0 0.0 0.000
H 4.2099 6.2121 -1.4176 0.0 0.0 0.0 0.000
H -0.9061 5.5069 -0.1098 0.0 0.0 0.0 0.000
H -2.3388 6.9115 -1.5273 0.0 0.0 0.0 0.000
H -2.9131 6.1824 -3.8265 0.0 0.0 0.0 0.000
H -2.0097 4.0485 -4.6953 0.0 0.0 0.0 0.000
H -0.5611 2.6425 -3.2643 0.0 0.0 0.0 0.000
H -2.2363 2.3662 0.9928 0.0 0.1 0.0 0.001
H -3.2355 3.0827 3.1119 0.0 0.0 0.0 0.000
H -1.9113 4.4138 4.7291 0.0 0.0 0.0 0.000
H 0.4265 5.0208 4.1785 0.0 0.0 0.0 0.000
H 1.4256 4.3036 2.0622 0.0 0.0 0.0 0.000
Te 0.9200 0.6359 -1.5929 0.0 0.1 0.1 0.173
C -5.1363 0.1166 1.9527 0.0 0.0 0.1 0.001
C -3.9455 -0.6755 1.4626 0.1 -0.1 0.1 0.002
O -3.8659 -0.5817 0.0322 -0.1 0.0 0.1 0.028
P -2.4381 -0.2368 -0.6858 -0.3 -0.1 -0.4 0.058
O -2.9495 0.9404 -1.6861 0.0 -0.1 0.0 0.018
C -3.7588 2.0387 -1.2683 0.0 0.0 0.0 0.001
C -4.8810 2.2161 -2.2662 0.0 0.1 0.0 0.001
O -2.3401 -1.4213 -1.7715 0.1 0.1 0.2 0.013
C -3.4473 -1.7818 -2.5990 0.0 0.0 -0.1 0.003
C -4.0056 -3.1169 -2.1552 0.0 0.0 0.0 0.000
H -5.2199 0.0201 3.0375 0.0 0.0 0.0 0.000
H -6.0615 -0.2420 1.4995 0.0 0.0 0.0 0.000
H -5.0261 1.1761 1.7164 0.0 0.0 0.0 0.000
H -4.0563 -1.7327 1.7252 0.0 0.0 0.0 0.001
H -3.0139 -0.3141 1.9137 -0.1 0.0 0.0 0.000
H -3.1326 2.9312 -1.2254 0.0 0.0 0.0 0.000
H -4.1646 1.8500 -0.2711 0.0 0.0 0.0 0.000
H -4.4711 2.3680 -3.2652 0.0 0.0 0.0 0.000
H -5.4807 3.0904 -2.0030 0.0 0.0 0.0 0.000
H -5.5296 1.3387 -2.2816 0.0 0.0 0.0 0.000
H -3.0640 -1.8343 -3.6201 0.0 0.0 0.0 0.000
H -4.2124 -1.0047 -2.5696 0.0 0.0 0.0 0.000
H -3.2231 -3.8762 -2.1625 0.0 0.0 0.0 0.000
H -4.8046 -3.4351 -2.8288 0.0 0.0 0.0 0.000
H -4.4072 -3.0411 -1.1447 0.0 0.0 0.0 0.000
```
Forces are in eV/Å.